i:
A single C2H8N4O molecule. Source: the OMol25 dataset; level of theory: ωB97M-V/def2-TZVPD.

Geometry (Å):
H  -0.003  -1.980  -0.915
H  -1.493  -1.569  -0.446
N  0.739  0.920  -1.200
C  1.322  -0.771  1.123
H  -2.007  0.492  0.185
C  -0.134  0.536  -0.316
N  -1.318  1.193  -0.080
H  1.280  -1.590  1.849
N  -0.002  -0.565  0.515
H  2.077  -1.010  0.366
H  -1.212  1.695  0.801
H  1.631  0.132  1.660
N  -0.558  -1.756  -0.080
O  0.292  2.061  -1.902
H  -0.614  2.212  -1.560

Results
HOMO = -9.192 eV
LUMO = 0.73 eV
SMILES = CN(N)/C(N)=N/O
Kohn-Sham gap = 9.922 eV

Mulliken population analysis, charges in e, atoms 1 to 4: 0.280, 0.261, -0.363, -0.762

=====

ii:
2 unconnected molecules or ions with the total composition C2H8N4O. Source: the OMol25 dataset; level of theory: ωB97M-V/def2-TZVPD.

Geometry (Å):
H  -0.137  2.377  -1.254
N  -0.095  -1.772  -1.793
H  0.968  -1.157  1.515
N  0.236  -1.273  0.836
H  -0.383  2.461  1.569
N  -0.482  -0.573  -1.291
C  0.009  -0.263  -0.078
H  -0.646  -2.027  -2.600
H  0.893  1.426  2.175
H  -0.787  0.824  2.146
O  -0.693  1.697  -1.656
H  0.071  -2.215  0.512
N  0.187  0.995  0.243
H  0.904  -1.921  -1.928
C  -0.046  1.422  1.605

Results
HOMO (alpha / beta) = -8.577 / -8.281 eV
LUMO (alpha / beta) = 0.37 / -0.56 eV
Kohn-Sham gap (alpha / beta) = 8.946 / 7.724 eV

Mulliken population analysis, charges in e, atoms 1 to 4: 0.327, -0.462, 0.212, -0.433

=====

Which structure is the least stable? The one labeled ii.

=====

i:
9 unconnected molecules or ions with the total composition C27H74N8O11. Source: the OMol25 dataset; level of theory: ωB97M-V/def2-TZVPD.

Geometry (Å):
H  2.035  6.809  2.636
H  0.564  -1.972  4.552
O  -1.196  -3.534  -3.400
H  2.107  2.844  -0.816
O  3.118  -1.925  3.898
H  0.211  -2.067  -4.456
C  -0.441  6.586  5.041
H  -2.808  -4.785  -3.089
H  -3.311  -3.218  -3.667
C  -6.739  7.008  2.343
H  -0.115  7.873  3.376
H  -2.680  -6.790  -6.518
O  -1.415  -8.701  -5.888
H  0.611  -1.759  1.435
H  -7.403  6.540  1.554
C  3.025  -4.368  4.108
N  5.876  -1.088  -4.767
C  -6.022  8.381  0.696
H  4.246  -2.772  2.106
O  3.722  -1.373  -5.031
H  6.397  -1.230  1.546
H  -2.305  1.750  2.174
H  -2.069  -3.617  -5.652
C  -1.633  -6.432  -6.499
C  -0.832  -9.952  -5.927
H  -6.751  7.946  -0.002
H  0.078  -10.019  -5.237
C  -0.660  -4.245  -2.270
C  0.017  -0.925  1.738
N  1.094  -1.669  -4.076
H  -0.292  -7.939  -7.468
H  3.525  3.827  -1.101
N  -1.546  -5.678  -5.299
H  2.215  7.067  4.421
H  1.968  -1.590  -4.612
H  -0.036  -0.973  2.862
C  0.593  0.414  1.361
O  -4.124  1.913  3.153
C  2.284  4.598  0.358
H  -3.396  0.334  2.002
H  -0.589  -5.392  -5.139
C  -6.310  5.849  3.234
H  5.197  -3.451  -1.407
C  5.524  -0.915  1.026
H  3.419  -4.323  5.104
H  -6.875  5.874  4.115
O  -5.608  7.471  1.666
H  5.847  -0.047  0.627
C  -0.663  -7.628  -6.489
H  -3.924  3.746  2.157
H  6.077  -1.806  -5.461
N  4.400  0.063  -3.384
C  2.064  0.439  1.740
H  -1.559  -10.717  -5.580
H  1.552  -2.839  5.772
H  -1.526  6.545  5.053
H  5.081  0.262  -2.621
C  -2.400  -4.509  -5.203
C  0.105  6.894  3.684
H  -1.366  6.329  2.384
H  0.078  1.202  1.935
H  3.887  -1.720  -0.142
C  4.840  -2.056  0.331
C  1.633  6.576  3.623
H  -7.363  4.495  2.123
H  -1.551  -5.811  -7.407
O  -0.540  5.987  2.777
H  -0.749  -5.335  -2.427
N  2.704  3.619  -0.561
O  3.028  5.502  0.804
H  -0.160  7.394  5.712
C  -3.055  1.126  2.626
H  4.904  -0.489  1.759
H  -0.431  -10.211  -6.873
C  4.620  -0.861  -4.406
C  2.269  -3.086  3.799
H  2.528  -0.436  1.332
H  -7.176  7.829  2.934
H  -3.379  -4.747  -5.625
H  3.440  0.165  -3.021
C  5.782  -2.682  -0.768
H  2.238  -5.174  4.130
H  0.481  3.642  0.335
H  0.597  4.950  1.496
H  0.425  -4.005  -2.326
O  1.661  -0.286  -2.376
H  2.085  0.436  2.855
H  2.674  -1.142  3.456
H  0.184  -7.413  -5.809
C  -2.527  -3.972  -3.757
H  0.985  0.289  -0.499
H  -0.958  -0.955  1.324
H  -0.603  -0.530  -1.630
H  -4.782  2.618  1.228
H  -6.544  9.249  1.243
O  4.544  -3.068  1.223
H  -5.227  8.742  0.021
H  2.654  1.309  1.382
C  0.805  -0.977  -2.959
H  3.775  -4.591  3.406
H  -2.837  0.559  3.486
H  -5.639  3.637  4.071
C  -4.641  2.926  2.299
N  0.993  4.400  0.766
N  -6.428  4.635  2.471
C  1.096  -2.897  4.808
H  1.837  -3.214  2.805
H  0.021  5.649  5.376
N  -0.371  -1.182  -2.282
H  6.476  -3.345  -0.246
H  -5.209  6.015  3.442
H  6.651  -0.554  -4.435
C  -5.911  3.425  3.047
H  6.161  -1.955  -1.467
H  -1.090  -3.931  -1.331
H  1.804  5.490  3.740
H  0.329  -3.701  4.800
H  -6.621  2.592  3.120
O  0.248  0.631  0.027
H  -1.002  -1.873  -2.629

Results
HOMO = -8.790 eV
LUMO = 0.55 eV
SMILES = COCCNCCOC.COCCNCCOC.NC(N)=O.NC(N)=O.NC(N)=O.CC(C)O.CC(C)O.CC(C)O.CC(C)O
Kohn-Sham gap = 9.336 eV

Mulliken population analysis, charges in e, atoms 1 to 4: 0.312, 0.305, -0.259, 0.118

=====

ii:
9 unconnected molecules or ions with the total composition C27H74N8O11. Source: the OMol25 dataset; level of theory: ωB97M-V/def2-TZVPD.

Geometry (Å):
H  1.050  -1.074  -3.135
H  -1.543  0.226  -4.089
H  -1.523  2.661  -4.804
O  4.767  3.846  -0.561
C  0.660  -1.350  -4.127
H  -1.854  -5.547  0.529
H  -1.138  0.526  1.307
C  -0.953  2.454  -7.471
H  4.972  1.453  0.273
H  2.103  3.210  -1.002
O  1.505  -1.006  2.550
N  1.089  -2.895  5.273
C  -1.456  -4.653  1.017
H  3.667  4.749  1.926
H  -0.899  -3.985  2.973
H  -4.448  -1.725  -0.216
C  -4.363  -0.827  -2.493
H  4.560  2.118  -1.881
H  5.523  -4.367  2.207
H  4.511  -4.050  0.064
H  3.701  5.690  -0.487
C  -3.255  4.112  -0.216
O  -3.516  -1.822  -2.003
H  1.962  4.220  4.230
H  1.226  0.513  1.160
C  -3.034  -3.395  -0.325
C  -0.618  -0.075  2.058
N  4.394  0.656  0.087
O  -0.678  4.487  5.146
H  -0.456  0.529  2.962
H  -0.423  5.353  4.831
H  0.144  -2.274  0.570
H  -0.417  2.465  4.989
C  -0.585  0.764  -4.195
H  4.341  -2.300  -0.359
H  -1.817  3.139  -7.302
H  1.699  3.241  5.600
C  -0.741  2.005  -5.153
H  -3.295  -5.873  4.787
C  3.019  4.402  1.124
O  -4.501  4.847  -0.400
H  -1.796  -1.456  5.464
C  -1.934  -3.743  -4.943
C  -0.078  3.365  4.467
C  -1.210  -4.913  2.516
H  -0.515  -4.385  0.506
O  3.742  -0.941  -1.482
O  -0.310  -2.959  7.037
H  -4.035  2.069  0.192
C  -0.084  -2.599  5.902
C  3.562  4.630  -0.325
N  4.782  -3.796  2.584
H  2.091  4.944  1.281
H  -3.855  -4.049  -0.608
C  1.439  3.299  4.561
N  0.457  -0.091  -4.793
H  -2.438  2.149  -0.432
H  1.512  -1.772  -4.661
H  0.209  2.564  -5.212
H  4.993  -3.493  3.526
H  4.179  -0.013  0.804
O  -1.018  -2.729  -5.136
O  -2.412  -5.460  3.035
C  -0.533  -2.297  -3.868
H  -1.498  -4.690  -4.610
H  -1.325  4.150  -1.193
H  -0.064  3.116  -7.404
H  -0.745  -1.572  4.163
C  -2.273  4.712  -1.226
H  -3.756  2.484  -1.540
H  -3.082  -3.608  1.721
C  -2.306  -5.625  4.437
H  0.168  -0.942  -0.514
H  2.744  3.388  1.387
H  -5.245  4.221  -0.411
O  -0.977  1.480  -6.436
H  4.242  0.946  -3.133
C  -0.493  3.363  2.998
C  -3.411  2.612  -0.513
H  -2.434  -3.886  -5.896
C  4.200  0.213  -1.224
C  -3.447  -1.971  -0.579
H  1.789  -3.385  5.782
H  1.643  4.850  -1.256
H  -5.420  -1.005  -2.309
H  -2.663  -3.452  -4.167
N  4.642  -3.062  0.300
H  -2.205  -3.643  -0.983
H  -0.403  -5.669  2.642
C  0.739  -0.423  1.514
C  0.684  -1.362  0.358
H  1.683  -1.627  0.031
H  -0.143  -3.146  -3.287
H  5.512  4.386  -0.301
N  4.487  1.171  -2.182
C  2.489  4.178  -1.306
H  1.907  2.503  3.980
H  0.009  2.591  2.422
H  -1.997  5.741  -0.954
H  -0.978  1.916  -8.434
H  -0.138  4.301  2.553
H  -2.725  -1.279  -0.118
O  4.265  -1.569  2.109
C  4.505  -2.689  1.660
H  -2.675  4.597  -2.226
H  -4.171  0.171  -2.077
H  2.378  -1.196  2.219
H  -1.584  3.353  2.869
H  2.759  4.106  -2.358
H  -2.891  4.207  0.814
H  -4.213  -0.779  -3.578
H  -1.098  -1.040  2.157
H  -0.190  0.962  -3.187
N  -2.377  -3.529  1.001
H  0.271  -0.286  -5.771
H  -1.582  -6.413  4.696
H  1.490  -2.203  4.660
N  -0.889  -1.743  5.149
H  -1.376  -1.973  -3.252
H  -1.958  -4.718  4.942

Results
HOMO = -8.464 eV
LUMO = 0.28 eV
SMILES = COCCNCCOC.COCCNCCOC.NC(N)=O.NC(N)=O.NC(N)=O.CC(C)O.CC(C)O.CC(C)O.CC(C)O
Kohn-Sham gap = 8.742 eV

Mulliken population analysis, charges in e, atoms 1 to 4: 0.140, -0.019, 0.481, -0.555

=====

Which structure is the least stable? The one labeled i.